{
  "formula": "C37H44N6O12P",
  "method": "ωB97M-V/def2-TZVPD",
  "symbols": ["C", "O", "C", "C", "N", "C", "C", "C", "C", "C", "C", "N", "C", "C", "P", "O", "O", "O", "C", "C", "H", "H", "H", "H", "H", "H", "H", "H", "H", "H", "H", "H", "H", "H", "H", "H", "H", "H", "H", "H", "H", "H", "H", "H", "C", "C", "C", "C", "C", "C", "N", "O", "O", "H", "H", "H", "H", "H", "C", "C", "C", "C", "C", "C", "N", "O", "O", "H", "H", "H", "H", "H", "C", "C", "C", "C", "C", "C", "N", "O", "O", "H", "H", "H", "H", "H", "C", "C", "C", "C", "C", "C", "N", "O", "O", "H", "H", "H", "H", "H"],
  "coordinates": [[2.538, -2.331, 3.274], [1.963, -2.332, 1.972], [2.853, -1.870, 0.983], [2.457, -0.472, 0.454], [1.331, -0.426, -0.265], [0.829, 0.708, -0.779], [1.503, 1.890, -0.567], [0.926, 3.203, -1.104], [0.494, 4.059, 0.154], [-0.998, 4.458, 0.136], [-1.735, 4.250, 1.487], [-0.886, 4.441, 2.667], [2.734, 1.926, 0.156], [3.465, 3.247, 0.337], [5.254, 3.297, -0.069], [5.605, 4.620, -0.612], [6.172, 3.077, 1.244], [5.602, 2.178, -1.162], [3.209, 0.690, 0.680], [4.483, 0.597, 1.505], [2.161, -3.208, 3.822], [3.636, -2.400, 3.286], [2.220, -1.450, 3.859], [3.901, -1.854, 1.284], [2.731, -2.547, 0.115], [0.828, -1.294, -0.426], [-0.094, 0.696, -1.354], [1.725, 3.697, -1.673], [0.071, 3.044, -1.782], [1.167, 4.924, 0.229], [0.693, 3.461, 1.056], [-1.542, 3.907, -0.643], [-1.061, 5.528, -0.111], [-2.586, 4.950, 1.522], [-2.112, 3.216, 1.536], [-0.839, 5.404, 2.970], [-1.139, 3.825, 3.426], [3.020, 4.056, -0.246], [3.377, 3.553, 1.392], [5.783, 3.551, 1.998], [6.318, 2.541, -1.708], [4.519, 1.490, 2.149], [4.500, -0.273, 2.162], [5.380, 0.666, 0.875], [-3.882, -5.650, 0.062], [-2.706, -6.189, 0.571], [-1.635, -5.351, 0.862], [-1.769, -3.988, 0.641], [-2.936, -3.447, 0.131], [-3.992, -4.285, -0.159], [-0.661, -3.080, 0.955], [0.376, -3.538, 1.373], [-0.852, -1.880, 0.765], [-4.723, -6.294, -0.166], [-2.621, -7.254, 0.739], [-0.718, -5.766, 1.254], [-3.030, -2.385, -0.042], [-4.910, -3.875, -0.559], [1.985, 1.935, 7.799], [1.725, 1.447, 6.524], [2.455, 1.911, 5.443], [3.443, 2.858, 5.654], [3.708, 3.359, 6.918], [2.972, 2.892, 7.994], [4.234, 3.334, 4.518], [3.966, 2.886, 3.406], [5.113, 4.137, 4.726], [1.416, 1.567, 8.644], [0.954, 0.703, 6.376], [2.250, 1.529, 4.452], [4.478, 4.102, 7.074], [3.170, 3.272, 8.987], [-3.612, -7.691, -4.226], [-3.404, -6.756, -3.221], [-3.332, -5.411, -3.525], [-3.474, -5.003, -4.835], [-3.682, -5.916, -5.856], [-3.751, -7.269, -5.546], [-3.400, -3.567, -5.129], [-3.176, -2.818, -4.188], [-3.556, -3.206, -6.274], [-3.670, -8.745, -3.985], [-3.290, -7.076, -2.195], [-3.163, -4.694, -2.735], [-3.789, -5.593, -6.882], [-3.912, -7.994, -6.332], [-5.016, 0.966, -5.070], [-3.874, 0.337, -4.590], [-2.763, 1.092, -4.238], [-2.815, 2.470, -4.371], [-3.947, 3.105, -4.855], [-5.051, 2.347, -5.206], [-1.658, 3.292, -3.990], [-0.643, 2.741, -3.579], [-1.766, 4.493, -4.105], [-5.882, 0.375, -5.340], [-3.850, -0.739, -4.489], [-1.875, 0.599, -3.867], [-3.979, 4.180, -4.962], [-5.940, 2.833, -5.583]],
  "atomic_forces_ev_per_a": [[-0.36, -0.03, 0.87], [3.28, 1.80, 1.20], [-0.80, 0.43, -1.12], [0.77, -0.23, 0.59], [-0.08, 0.06, -0.34], [0.34, 0.47, 0.17], [0.35, 1.17, -0.49], [-0.03, -0.27, 0.98], [0.10, -0.57, -0.52], [0.28, 0.57, 0.39], [0.04, 0.01, 0.14], [0.30, -0.14, -0.40], [-0.51, -1.07, -0.23], [0.16, -1.10, 0.37], [1.27, 2.50, -0.45], [-0.60, 0.01, -0.15], [-0.95, -0.91, -0.44], [-0.24, -0.47, 1.03], [-0.12, 0.12, 0.03], [-0.39, 1.02, 0.04], [0.02, 0.19, -0.32], [-0.23, 0.07, -0.21], [0.22, -0.09, -0.28], [-0.23, -0.24, -0.06], [0.23, 0.08, 0.29], [-0.08, 0.15, 0.28], [0.24, -0.31, 0.18], [-0.40, -0.01, -0.05], [0.71, -0.03, 0.52], [-0.47, -0.03, 0.06], [-0.15, 0.26, -0.16], [0.11, 0.19, 0.15], [-0.08, -0.31, -0.13], [0.00, -0.47, -0.17], [-0.01, 0.33, -0.06], [-0.10, -0.13, 0.13], [-0.10, 0.29, 0.05], [0.29, -0.31, -0.03], [0.11, -0.11, -0.27], [0.20, -0.08, 0.02], [-0.13, -0.03, -0.03], [0.08, -0.71, -0.29], [0.12, 0.15, -0.25], [-0.24, -0.43, 0.15], [-0.01, -0.10, 0.06], [0.00, 0.29, -0.05], [0.10, -0.18, 0.05], [-0.30, -0.23, 0.03], [-0.11, 0.34, -0.09], [-0.18, -0.17, -0.03], [-0.18, -0.32, 0.10], [-2.35, -1.58, -1.13], [0.10, -0.12, -0.16], [0.03, -0.02, 0.03], [0.04, 0.03, 0.02], [0.04, 0.15, 0.01], [0.13, -0.01, 0.07], [0.03, 0.01, 0.01], [0.01, 0.01, -0.01], [0.06, 0.08, 0.10], [-0.12, -0.18, -0.18], [-0.21, -0.16, 0.21], [0.18, 0.19, 0.15], [-0.11, -0.11, -0.07], [0.01, 0.11, 0.17], [-0.04, 0.33, 0.34], [-0.03, -0.07, -0.15], [0.01, 0.02, -0.02], [0.02, 0.02, -0.02], [0.11, 0.11, -0.03], [0.02, -0.03, -0.15], [0.02, 0.02, -0.03], [-0.04, 0.11, -0.18], [0.00, -0.28, -0.07], [0.09, 0.13, 0.44], [-0.06, -0.30, -0.06], [-0.03, -0.11, -0.24], [0.04, 0.09, 0.22], [0.11, 0.01, 0.04], [-0.03, -0.10, -0.17], [-0.02, 0.01, 0.10], [0.01, 0.02, -0.02], [0.01, 0.00, -0.03], [-0.02, 0.08, -0.12], [0.01, 0.14, 0.07], [0.00, 0.04, -0.01], [0.03, 0.04, 0.01], [-0.07, 0.09, 0.02], [0.06, -0.18, 0.07], [-0.20, -0.22, -0.04], [-0.12, 0.27, -0.06], [0.02, -0.14, 0.03], [0.12, 0.20, -0.11], [-0.51, -0.25, -0.39], [0.05, -0.05, 0.07], [0.03, 0.00, -0.01], [0.09, 0.10, -0.02], [0.05, 0.13, -0.03], [0.15, -0.02, 0.06], [0.04, 0.03, 0.01]],
  "mulliken_charge": [-0.858, -0.106, -1.222, 0.604, 0.122, -0.648, 0.224, -0.454, -0.396, -0.377, -0.848, -0.423, 0.492, -0.658, 0.904, -0.792, -0.485, -0.506, 0.982, -1.317, 0.247, 0.369, 0.252, 0.728, 0.328, 0.308, 0.624, 0.712, -0.541, 0.327, 0.314, -0.021, 0.383, 0.355, 0.361, 0.190, 0.174, 0.288, 0.320, 0.357, 0.335, -0.032, 0.289, 0.261, -0.585, -0.540, -0.351, 0.179, -0.128, -0.715, 1.035, -0.555, -0.652, 0.481, 0.433, 0.458, 0.539, 0.381, -0.451, -0.636, -0.053, 0.019, -0.412, -0.511, 1.023, -0.637, -0.625, 0.401, 0.409, 0.465, 0.485, 0.394, -0.689, -0.100, 0.034, -0.209, -0.534, -0.390, 1.051, -0.618, -0.606, 0.403, 0.309, 0.496, 0.454, 0.388, -0.556, -0.150, -0.375, 0.099, -0.517, -0.424, 1.080, -0.691, -0.600, 0.419, 0.362, 0.486, 0.470, 0.388],
  "homo_energy_ha": -0.410,
  "lumo_ev": -3.099,
  "total_charge": 1
}

{
  "formula": "C37H45AsNO8P2PdS4",
  "method": "ωB97M-V/def2-TZVPD",
  "symbols": ["Pd", "C", "C", "O", "P", "S", "S", "O", "C", "C", "H", "H", "H", "H", "H", "H", "H", "H", "H", "H", "O", "S", "O", "N", "C", "S", "C", "C", "C", "C", "C", "C", "H", "H", "H", "H", "C", "C", "C", "C", "O", "P", "O", "O", "O", "C", "C", "C", "C", "H", "H", "H", "H", "H", "H", "H", "H", "H", "H", "H", "H", "H", "H", "H", "H", "H", "H", "C", "C", "C", "C", "C", "C", "As", "C", "C", "C", "C", "C", "C", "C", "C", "C", "C", "C", "C", "H", "H", "H", "H", "H", "H", "H", "H", "H", "H", "H", "H", "H"],
  "coordinates": [[-0.952, -0.665, 1.010], [4.164, -4.064, 3.109], [3.073, -3.068, 2.773], [1.829, -3.748, 2.856], [0.476, -3.070, 2.208], [-0.879, -4.454, 2.339], [0.339, -1.234, 3.031], [1.017, -2.828, 0.688], [0.893, -3.852, -0.315], [1.931, -4.950, -0.142], [5.147, -3.586, 3.065], [4.140, -4.896, 2.401], [4.005, -4.466, 4.113], [3.204, -2.677, 1.763], [3.075, -2.226, 3.470], [1.026, -3.338, -1.266], [-0.114, -4.263, -0.278], [2.941, -4.529, -0.164], [1.832, -5.670, -0.962], [1.772, -5.466, 0.806], [-6.122, -1.649, 1.512], [-5.447, -2.403, 0.491], [-5.781, -3.802, 0.404], [-3.815, -2.187, 0.521], [-3.388, -1.815, -0.656], [-1.744, -1.605, -1.081], [-4.462, -1.470, -1.642], [-4.334, -0.906, -2.895], [-5.488, -0.540, -3.581], [-6.746, -0.733, -3.024], [-6.872, -1.316, -1.770], [-5.714, -1.672, -1.109], [-3.342, -0.744, -3.303], [-5.406, -0.090, -4.564], [-7.631, -0.419, -3.565], [-7.843, -1.479, -1.317], [-4.002, 1.055, 1.406], [-3.233, 1.265, 2.716], [-3.286, -0.003, 3.548], [-3.818, 2.448, 3.482], [-1.816, 1.521, 2.484], [-1.270, 2.401, 1.239], [-2.171, 3.559, 0.996], [-0.919, 1.474, 0.082], [0.128, 2.845, 1.946], [0.649, 4.184, 1.967], [0.762, 4.754, 0.552], [-0.224, 5.094, 2.832], [2.031, 4.055, 2.591], [-4.975, 0.606, 1.623], [-3.443, 0.379, 0.759], [-4.129, 2.000, 0.879], [-4.325, -0.269, 3.762], [-2.729, 0.129, 4.477], [-2.848, -0.831, 2.999], [-4.885, 2.275, 3.655], [-3.686, 3.360, 2.897], [-3.312, 2.562, 4.446], [-0.235, 4.864, 0.122], [1.337, 4.071, -0.071], [1.262, 5.727, 0.575], [-1.228, 5.143, 2.410], [0.208, 6.099, 2.867], [-0.287, 4.694, 3.849], [2.649, 3.388, 1.989], [1.944, 3.635, 3.597], [2.510, 5.037, 2.651], [4.619, 3.774, -1.409], [3.552, 3.572, -2.274], [2.668, 2.519, -2.064], [2.839, 1.651, -0.990], [3.909, 1.869, -0.124], [4.797, 2.916, -0.331], [1.665, 0.090, -0.603], [0.919, 0.024, -2.411], [-0.202, 0.712, -2.862], [-0.612, 0.566, -4.181], [0.085, -0.273, -5.043], [1.201, -0.965, -4.593], [1.623, -0.819, -3.274], [2.792, -1.492, -2.668], [3.613, -2.425, -3.295], [4.676, -2.994, -2.604], [4.944, -2.609, -1.295], [4.131, -1.671, -0.674], [3.045, -1.124, -1.343], [5.303, 4.600, -1.569], [3.402, 4.240, -3.115], [1.832, 2.378, -2.739], [4.043, 1.206, 0.724], [5.622, 3.070, 0.356], [-0.759, 1.332, -2.170], [-1.488, 1.098, -4.537], [-0.246, -0.391, -6.069], [1.748, -1.611, -5.271], [3.421, -2.719, -4.322], [5.299, -3.737, -3.089], [5.775, -3.054, -0.760], [4.344, -1.370, 0.345]],
  "atomic_forces_ev_per_a": [[0.04, -0.35, -0.57], [-0.05, 0.00, -0.02], [-0.10, -0.04, 0.04], [-0.02, -0.05, 0.13], [0.93, -0.15, 0.34], [-0.19, 0.22, -0.01], [-0.02, -0.32, -0.03], [-0.15, -0.21, -0.18], [0.13, 0.04, 0.16], [-0.05, 0.09, -0.05], [-0.04, -0.03, 0.02], [0.04, 0.02, 0.03], [0.05, 0.00, -0.03], [0.04, 0.05, -0.02], [0.01, 0.05, -0.01], [-0.01, 0.06, -0.03], [-0.09, 0.01, 0.00], [-0.06, -0.05, 0.00], [0.04, 0.06, 0.07], [0.03, -0.01, -0.03], [0.10, 0.16, 0.06], [-0.18, -0.07, 0.05], [0.06, -0.08, 0.01], [-0.53, -0.27, -0.19], [0.67, 0.06, 0.00], [-0.72, 0.15, 0.10], [-0.05, 0.05, -0.06], [0.12, 0.10, -0.31], [0.20, -0.04, -0.08], [-0.03, -0.03, 0.02], [-0.10, -0.14, 0.20], [-0.03, -0.02, 0.13], [-0.06, 0.03, 0.01], [0.02, 0.02, 0.02], [0.01, -0.02, 0.00], [0.04, 0.03, -0.01], [0.14, 0.13, 0.08], [-0.10, 0.07, -0.23], [-0.01, 0.03, 0.03], [0.10, 0.03, -0.02], [-0.36, 0.00, -0.02], [0.03, -0.07, 0.08], [0.17, 0.18, -0.26], [-0.13, 0.34, 0.68], [0.07, 0.23, -0.20], [-0.12, 0.11, 0.01], [-0.17, -0.15, 0.05], [-0.09, -0.15, 0.01], [0.00, -0.09, 0.06], [0.08, 0.04, -0.04], [-0.04, -0.02, 0.05], [-0.02, 0.02, 0.00], [0.02, 0.09, 0.06], [0.00, -0.03, 0.01], [0.10, -0.15, -0.06], [0.05, 0.02, 0.03], [-0.03, -0.04, 0.03], [-0.04, -0.02, -0.05], [0.06, 0.03, 0.00], [0.10, -0.02, -0.06], [-0.01, -0.03, 0.00], [0.02, 0.01, 0.03], [0.01, -0.03, 0.03], [0.01, 0.04, -0.07], [0.04, 0.01, -0.01], [0.02, 0.02, -0.07], [0.00, -0.06, 0.00], [-0.01, -0.02, 0.00], [-0.01, -0.01, 0.06], [0.00, 0.01, 0.06], [-0.01, 0.08, 0.00], [-0.06, 0.01, -0.02], [-0.01, 0.01, 0.02], [0.41, 0.16, -0.28], [-0.12, 0.02, 0.02], [-0.04, -0.01, 0.09], [0.05, 0.00, -0.02], [0.06, -0.01, 0.04], [0.00, -0.01, -0.04], [0.01, -0.08, 0.01], [-0.02, 0.00, -0.03], [0.04, -0.05, -0.04], [-0.05, 0.06, -0.06], [-0.01, 0.03, -0.08], [-0.04, 0.04, 0.09], [-0.11, -0.05, 0.07], [-0.01, -0.02, 0.00], [-0.01, -0.01, 0.02], [0.04, 0.02, -0.02], [0.04, 0.04, 0.05], [-0.02, -0.01, -0.01], [0.01, -0.02, 0.05], [0.02, -0.01, 0.04], [0.01, -0.01, -0.01], [-0.05, -0.01, 0.00], [0.00, -0.02, 0.05], [-0.01, 0.01, 0.00], [-0.01, 0.03, 0.01], [-0.03, -0.04, 0.03]],
  "mulliken_charge": [1.208, -1.463, 0.359, -0.375, 0.602, -0.459, -0.663, 0.194, -0.426, -1.276, 0.373, 0.304, 0.348, -0.246, 0.444, 0.131, 0.487, 0.087, 0.440, 0.292, -0.663, 1.123, -0.709, -0.102, 0.014, -0.431, 0.194, -0.519, -0.590, -0.388, -0.712, 0.049, 0.420, 0.395, 0.364, 0.415, -1.252, 1.772, -1.519, -2.108, -0.206, 0.160, -0.931, 0.367, -0.166, 1.760, -1.207, -1.890, -1.539, 0.618, -0.023, 0.373, 0.396, 0.348, 0.194, 0.449, 0.310, 0.377, 0.350, 0.068, 0.493, 0.310, 0.467, 0.336, 0.108, 0.363, 0.371, -0.514, -0.599, -0.347, 0.501, -0.582, -0.669, 0.879, -0.134, 0.155, -0.443, -1.071, -0.424, 0.885, 0.497, -0.613, -0.802, -0.765, -1.202, 0.279, 0.349, 0.365, 0.330, 0.433, 0.374, 0.193, 0.529, 0.311, 0.332, 0.363, 0.369, 0.389, 0.266],
  "homo_energy_ha": [-0.088, -0.084],
  "spin_multiplicity": 2,
  "e_above_lowest_kcal_mol": 9.2,
  "lumo_ev": [4.161, 4.161],
  "total_charge": -2
}